Formula: C4H11ClLuNO2Ru
Source: the OMol25 dataset
Level of theory: ωB97M-V with the def2-TZVPD basis set

Summary:
Highest occupied orbital energy (spin up / spin down) in eV: -1.755 / -4.489
2S+1: 6
Energy above the lowest of the compared OMol25 structures with the same formula, charge and spin in eV: 0.567
Total charge: -1
<S²>: 8.7599
Kohn-Sham gap (spin up / spin down) in eV: 3.5 / 5.9
LUMO level (spin up / spin down) in Ha: 0.0655 / 0.0531

CARTESIAN COORDINATES (ANGSTROEM)
Lu 0.4691 -1.1229 1.9814
Cl 1.7843 -0.0884 0.4178
C -0.3259 0.1974 3.3104
H -0.9295 -0.3655 4.0084
H -0.9338 0.9221 2.7844
H 0.4687 0.7151 3.8279
Ru -0.5546 0.8535 -2.3160
C 0.0697 2.5705 -1.2915
C 0.6999 -0.7567 -2.7862
C -2.3405 0.7237 -2.7826
H 0.3178 -1.6758 -2.3090
H 0.6948 -0.9387 -3.8758
H 1.7484 -0.6151 -2.4656
H -0.5008 2.6688 -0.3516
H 1.1465 2.5740 -1.0401
H -0.1467 3.4730 -1.8909
H -3.1175 1.4988 -2.5732
H -2.8017 -0.1462 -3.3106
O 1.7670 -4.2962 4.2056
N 1.4876 -3.1772 3.8467
O 0.9974 -3.0143 2.6103

---

Formula: C4H11ClNO
Source: the OMol25 dataset
Level of theory: ωB97M-V with the def2-TZVPD basis set

Summary:
Highest occupied orbital energy in eV: -14.223
2S+1: 1
Energy above the lowest of the compared OMol25 structures with the same formula, charge and spin in eV: 3.343
Total charge: +1
Kohn-Sham gap in eV: 8.9
LUMO level in Ha: -0.1942

CARTESIAN COORDINATES (ANGSTROEM)
C -2.7022 1.2273 -0.0441
C 2.2819 -2.3059 0.0616
C -1.1864 1.4631 -0.0063
C 2.1443 0.0087 -0.1862
N -0.5656 0.0820 -0.0100
O 2.8757 -0.9762 -0.0343
Cl 2.8979 1.5389 0.0398
H -3.3503 1.9771 0.2331
H -3.1133 1.1382 -1.0977
H -3.0291 0.4330 0.6540
H 3.0083 -2.8463 0.5129
H 2.2499 -2.6090 -0.9545
H 1.3708 -2.4373 0.5276
H -0.9932 1.9273 0.9748
H -0.9314 1.9221 -0.9191
H -0.6979 -0.3276 0.9045
H 1.0125 0.1862 -0.1050
H -1.2721 -0.4016 -0.5511

---

Formula: C4H11ClSSi
Source: the OMol25 dataset
Level of theory: ωB97M-V with the def2-TZVPD basis set

Summary:
Highest occupied orbital energy (spin up / spin down) in eV: -9.135 / -7.180
2S+1: 1
Energy above the lowest of the compared OMol25 structures with the same formula, charge and spin in eV: 3.868
Kohn-Sham gap (spin up / spin down) in eV: 8.6 / 5.6
LUMO level (spin up / spin down) in Ha: -0.0197 / -0.0594

CARTESIAN COORDINATES (ANGSTROEM)
C 1.2118 1.8831 0.6023
C -0.3804 -0.1163 0.3430
C 2.1220 -0.4296 1.2073
C 1.1105 0.3481 0.2588
Si -3.4987 -1.4321 -2.0204
S 1.2718 0.2547 -1.5705
Cl -2.4150 -2.7102 -0.8875
H 1.2778 2.0587 1.6158
H 2.2090 2.3796 0.1905
H 0.4399 2.4149 0.1657
H -0.8069 -0.3819 1.3563
H -0.6244 -1.0148 -0.3083
H -0.9739 0.7844 -0.1849
H 2.9849 -0.4575 0.6532
H 2.2837 0.1536 2.1463
H 1.8479 -1.4942 1.2989
H -4.6121 -0.5988 -1.4533
H -3.4479 -1.6417 -3.4133

---

Formula: C4H11FNOPS
Source: the OMol25 dataset
Level of theory: ωB97M-V with the def2-TZVPD basis set

Summary:
Highest occupied orbital energy (spin up / spin down) in eV: -8.453 / -8.450
2S+1: 1
Energy above the lowest of the compared OMol25 structures with the same formula, charge and spin in eV: 3.145
Kohn-Sham gap (spin up / spin down) in eV: 7.7 / 7.7
LUMO level (spin up / spin down) in Ha: -0.0280 / -0.0278

CARTESIAN COORDINATES (ANGSTROEM)
C -1.9137 -0.4039 -0.8685
C -0.6522 -2.0698 0.3695
C 1.7051 0.3706 1.7205
C 0.1130 2.4754 -0.5576
N -0.6825 -0.7490 -0.1319
O 1.7602 -0.2596 0.4560
F 1.3303 2.9907 -0.3243
P 0.7108 -0.1139 -0.7502
S 1.5527 -1.0837 -2.2179
H -1.8432 0.6620 -1.2377
H -1.9224 -1.1039 -1.7586
H -2.7562 -0.5614 -0.2880
H -0.8514 -2.7729 -0.4770
H 0.3099 -2.3265 0.7228
H -1.3828 -2.2842 1.0635
H 2.1189 -0.3499 2.4440
H 0.8144 0.9286 1.9756
H 2.3374 1.2020 1.6392
H -0.0388 2.4864 -1.7036
H -0.7093 2.9629 -0.0757

---

Formula: C4H11FNOPS
Source: the OMol25 dataset
Level of theory: ωB97M-V with the def2-TZVPD basis set

Summary:
Highest occupied orbital energy in eV: -9.039
2S+1: 1
Energy above the lowest of the compared OMol25 structures with the same formula, charge and spin in eV: 1.575
Kohn-Sham gap in eV: 9.8
LUMO level in Ha: 0.0268
Structure (SMILES): CO[P@](=S)(CF)N(C)C

CARTESIAN COORDINATES (ANGSTROEM)
C 1.6507 1.3868 -0.7116
O 1.7365 -0.0571 -0.7824
P 0.2661 -0.7262 -0.6258
S 0.4070 -2.5351 -1.2229
C -0.8953 0.4211 -1.7707
F -0.2734 0.9841 -2.8229
N -0.3156 -0.2048 0.8892
C -1.7299 -0.5950 1.0845
C 0.6796 -0.6667 1.8788
H 2.5678 1.5914 -0.2818
H 0.8458 1.8699 -0.1201
H 1.6808 1.9359 -1.6570
H -1.8116 -0.1116 -2.0559
H -1.3773 1.2876 -1.3189
H -1.7102 -1.7089 0.9319
H -2.1676 -0.5558 2.1141
H -2.1847 -0.0015 0.2906
H 0.4713 -0.1056 2.7056
H 0.5241 -1.7018 1.9027
H 1.6359 -0.5068 1.5728

---

Formula: C4H11FSi
Source: the OMol25 dataset
Level of theory: ωB97M-V with the def2-TZVPD basis set

Summary:
Highest occupied orbital energy (spin up / spin down) in eV: -7.900 / -7.267
2S+1: 1
Kohn-Sham gap (spin up / spin down) in eV: 8.0 / 7.8
LUMO level (spin up / spin down) in Ha: 0.0042 / 0.0200

CARTESIAN COORDINATES (ANGSTROEM)
C -2.5888 -0.1439 0.1016
C 2.6930 1.3235 0.2379
C -2.0290 -1.5976 -0.0037
C 1.2710 0.6577 -0.0072
F 1.9570 -2.0172 0.7603
Si 1.0941 -1.2058 -0.3708
H -2.7593 0.4496 -0.7917
H -3.4426 -0.3290 0.8623
H -1.9352 0.4089 0.7883
H 3.0683 0.9412 1.2352
H 3.3798 0.9990 -0.6843
H 2.6669 2.3616 0.3239
H -2.0265 -1.8595 -0.9910
H -2.1434 -2.4303 0.6458
H 0.7158 0.9146 -0.9327
H 0.6606 0.8610 0.7503
H 1.2330 -1.4570 -1.8114

---

Formula: C4H11HgO2
Source: the OMol25 dataset
Level of theory: ωB97M-V with the def2-TZVPD basis set

Summary:
Highest occupied orbital energy (spin up / spin down) in eV: -6.551 / -8.732
2S+1: 2
Energy above the lowest of the compared OMol25 structures with the same formula, charge and spin in eV: 1.212
<S²>: 0.7588
Kohn-Sham gap (spin up / spin down) in eV: 7.4 / 8.4
LUMO level (spin up / spin down) in Ha: 0.0303 / -0.0131

CARTESIAN COORDINATES (ANGSTROEM)
H 1.2156 0.1325 -0.0606
O -0.7989 -0.2679 2.8723
C -1.2858 -1.5909 2.8117
H -0.7808 -2.2496 3.5373
H -2.3580 -1.5595 3.0446
H -1.1912 -2.0065 1.7947
C 1.9976 0.5237 -2.6250
O 0.6885 0.4937 -2.1060
C 0.5540 0.8165 -0.6971
C -0.8907 0.5853 -0.3149
Hg -1.2846 0.1256 -2.4508
H 1.9618 0.0880 -3.6296
H 2.3637 1.5601 -2.6878
H 2.6743 -0.0626 -1.9840
H -1.3186 1.5002 0.1213
H 0.9354 1.8397 -0.5504
H -1.5318 0.3691 2.5825
H -0.9504 -0.2973 0.3417

---

Formula: C4H11IN2
Source: the OMol25 dataset
Level of theory: ωB97M-V with the def2-TZVPD basis set

Summary:
Highest occupied orbital energy in eV: -8.334
2S+1: 1
Energy above the lowest of the compared OMol25 structures with the same formula, charge and spin in eV: 0.000
Kohn-Sham gap in eV: 8.4
LUMO level in Ha: 0.0032
Structure (SMILES): CNN(I)C(C)C

CARTESIAN COORDINATES (ANGSTROEM)
C 1.9532 0.0335 1.9218
N 0.6316 -0.0389 1.3460
N 0.6241 -0.4387 0.0866
I 1.0702 -2.6143 -0.2116
C -0.9434 -0.1412 -0.6192
C -0.8407 -0.4601 -2.0836
C -1.2426 1.3101 -0.3388
H 1.8783 0.3326 2.9638
H 2.4693 -0.9347 1.8560
H 2.5327 0.7678 1.3649
H -0.0697 -0.4272 1.9830
H -1.6155 -0.8102 -0.0796
H -1.7340 -0.0942 -2.5875
H 0.0290 0.0302 -2.5111
H -0.7632 -1.5283 -2.2608
H -0.5571 1.9492 -0.8878
H -1.1621 1.5389 0.7200
H -2.2600 1.5255 -0.6621